DFT (wB97M-V/def2-TZVPD) results for an isolated molecule of C5H6O2 at a distorted geometry.

Positions of all 13 atoms, in Å:
O 0.40916 -2.32012 -0.92376
C 0.16283 -1.15932 -0.54290
C -0.97123 -0.66994 0.22132
C -0.92897 0.78754 0.54761
C 0.50643 1.17308 0.15949
O 0.93692 2.29784 0.14547
C 1.24127 -0.09756 -0.21910
H -1.64060 -1.35696 0.74856
H -0.50519 -0.55118 -1.40548
H -1.13309 0.97887 1.61270
H -1.66140 1.39310 -0.00054
H 1.69258 -0.54626 0.67542
H 1.99374 0.02546 -0.99040

Output
- relative energy (zero: lowest compared OMol25 entry of this formula, charge and spin) (eV) = 3.621
- E_tot (Eh) = -344.46883
- HOMO (spin up / spin down) (eV) = -9.1 / -9.1
- multiplicity = 1


DFT (wB97M-V/def2-TZVPD) results for a 12-piece molecular cluster, C49H62N8O12 overall at a distorted geometry.

Positions of all 131 atoms, in Å:
N -2.52890 -2.80272 -2.91470
C -1.63516 -3.45132 -3.66397
C -1.82158 -4.73875 -4.14142
C -3.03478 -5.36925 -3.89171
C -3.95051 -4.71998 -3.09207
C -3.64445 -3.45029 -2.60839
H -0.66048 -2.98530 -3.76811
H -1.07107 -5.15146 -4.80273
H -3.23386 -6.35363 -4.29582
H -4.90496 -5.17289 -2.85605
H -4.39728 -2.92361 -2.03026
N 2.96717 -2.82127 1.09026
C 3.45844 -3.82282 1.81597
C 4.23010 -4.84339 1.28363
C 4.48400 -4.85118 -0.08149
C 3.91363 -3.85588 -0.84203
C 3.14108 -2.87304 -0.22769
H 3.30267 -3.77167 2.88803
H 4.61227 -5.63160 1.91816
H 5.04633 -5.67668 -0.49922
H 3.95819 -3.82208 -1.92326
H 2.71050 -2.16157 -0.92626
N -3.28275 2.61044 1.26808
C -4.49693 2.08343 1.36149
C -5.58782 2.77192 1.88032
C -5.38942 4.07271 2.31117
C -4.12117 4.62836 2.22936
C -3.09015 3.84200 1.72910
H -4.63156 1.07682 0.97832
H -6.56762 2.31567 1.90165
H -6.22434 4.66936 2.65867
H -3.91876 5.62457 2.59767
H -2.07623 4.22992 1.77092
N 2.20076 -4.58180 -4.60049
C 2.17906 -3.36595 -4.05786
C 2.56010 -2.21761 -4.73549
C 3.04012 -2.34891 -6.03114
C 3.08056 -3.60529 -6.60464
C 2.62507 -4.68575 -5.85327
H 1.81895 -3.27526 -3.03877
H 2.43935 -1.23752 -4.29362
H 3.35466 -1.46456 -6.57212
H 3.54802 -3.79279 -7.56224
H 2.67214 -5.68174 -6.28113
N 0.49676 2.08350 -7.40609
C 1.54421 2.48830 -6.68808
C 1.63969 2.33919 -5.31603
C 0.70798 1.50396 -4.70293
C -0.35061 1.01492 -5.44167
C -0.42094 1.35347 -6.78858
H 2.29774 3.04354 -7.23858
H 2.42975 2.79406 -4.73424
H 0.83834 1.32445 -3.64143
H -1.05559 0.36220 -4.94215
H -1.27801 1.00570 -7.35596
C 1.10554 -1.17237 3.32047
C 1.99906 -0.61857 4.45691
O 2.25895 -1.77905 5.24300
C 1.47737 -2.80479 4.85788
O 1.49475 -3.88085 5.35992
O 0.69165 -2.43830 3.83523
H 1.57097 -1.27287 2.33856
H 0.22506 -0.56343 3.13048
H 1.39848 0.06693 5.06011
H 2.91131 -0.11329 4.15530
C 3.77167 0.57658 0.64317
C 2.48024 1.40083 0.58145
O 2.33050 1.69498 -0.80724
C 3.49358 1.47019 -1.43791
O 3.72089 1.74743 -2.57278
O 4.38663 0.87745 -0.61419
H 3.59501 -0.49318 0.74747
H 4.39135 0.89512 1.47875
H 2.66218 2.33436 1.11726
H 1.59738 0.92405 0.98948
C 0.90592 5.17856 4.86181
C 2.16314 4.39601 5.27867
O 1.98084 3.11132 4.70789
C 0.95848 3.14424 3.82610
O 0.67528 2.24837 3.09641
O 0.26488 4.28693 3.93077
H 1.15122 6.07396 4.29549
H 0.23860 5.39723 5.68997
H 2.20918 4.32337 6.36624
H 3.09161 4.87094 4.96474
C -0.90433 1.15414 -0.32647
C -0.94965 -0.00811 0.64306
O -0.03310 -0.95504 0.07134
C 0.12066 -0.63518 -1.23982
O 0.67839 -1.31912 -2.03997
O -0.43897 0.54563 -1.53118
H -0.22118 1.91107 0.06075
H -1.89339 1.58976 -0.41338
H -1.94658 -0.38387 0.86543
H -0.53287 0.35425 1.58183
C -2.50091 3.28272 6.57378
C -2.47918 1.83732 6.12362
C -2.93114 1.72201 4.65565
C -2.68089 0.40221 4.07125
N -2.42053 -0.62130 3.62085
H -2.49665 3.43604 7.65373
H -3.38165 3.80565 6.18926
H -1.62200 3.82566 6.21552
H -3.11089 1.16404 6.70359
H -1.46308 1.44572 6.23179
H -2.42686 2.44010 4.00966
H -4.01957 1.82305 4.68219
C -0.06975 -4.34430 0.53905
C -1.57559 -4.08974 0.45912
C -2.13924 -3.34236 1.67638
C -2.37684 -4.23124 2.82280
N -2.58076 -4.93915 3.70171
H 0.47519 -3.66839 -0.11686
H 0.20537 -5.35868 0.24981
H 0.26503 -4.20513 1.56937
H -2.11694 -5.00471 0.21558
H -1.81834 -3.41069 -0.36471
H -3.11625 -2.87871 1.52656
H -1.39463 -2.60711 1.97950
C -1.71400 3.71619 -2.95939
C -0.55088 4.65495 -3.24017
C 0.72457 4.46630 -2.41800
C 0.51485 4.67849 -0.97850
N 0.35745 4.83114 0.15001
H -1.99713 3.88884 -1.91495
H -1.42456 2.66917 -3.07324
H -2.56563 3.87020 -3.61760
H -0.87600 5.69512 -3.15470
H -0.28037 4.51217 -4.29217
H 1.46060 5.20658 -2.73151
H 1.12374 3.46115 -2.56318

Output
- relative energy (zero: lowest compared OMol25 entry of this formula, charge and spin) (eV) = 0.000
- E_tot (Eh) = -3245.29442
- HOMO (eV) = -9.4
- multiplicity = 1
- SMILES = O=C1OCCO1.O=C1OCCO1.O=C1OCCO1.O=C1OCCO1.c1ccncc1.c1ccncc1.c1ccncc1.c1ccncc1.c1ccncc1.CCCC#N.CCCC#N.CCCC#N


DFT (wB97M-V/def2-TZVPD) results for C10H11NO2 as an isolated structure at a distorted geometry.

Positions of all 24 atoms, in Å:
C 1.24615 -0.44952 0.26669
C 0.49418 -1.34105 1.13746
C -0.86894 0.06937 -0.91752
C 0.51615 0.25143 -0.73302
C -0.81660 -1.59132 0.84792
C -1.55557 -0.88237 -0.10712
C 3.57579 4.03545 -0.79564
C 1.19555 1.30183 -1.44879
C -1.51649 -2.48074 1.75308
C -3.05134 -1.15577 -0.28566
N 2.00562 2.43883 -0.25351
O 1.28963 1.72921 -2.49736
O 2.67735 3.19086 -1.09880
H 2.30902 -0.45084 0.33805
H 0.99965 -2.03862 1.88606
H -1.38160 0.67845 -1.61869
H 4.02786 4.69953 -1.47674
H 3.89447 4.06752 0.21437
H -2.10971 -3.25725 1.28153
H -0.66843 -3.06862 2.29341
H -2.09950 -2.01180 2.51708
H -3.59582 -0.21692 -0.58969
H -3.02703 -1.80564 -1.20958
H -3.54037 -1.71201 0.49649

Output
- relative energy (zero: lowest compared OMol25 entry of this formula, charge and spin) (eV) = 6.935
- E_tot (Eh) = -592.66939
- HOMO (spin up / spin down) (eV) = -7.7 / -8.3
- multiplicity = 1


DFT (wB97M-V/def2-TZVPD) results for C21H24N2OP2SSc as an isolated structure at a distorted geometry.

Positions of all 52 atoms, in Å:
C -0.02266 -4.65677 2.08397
C -0.02365 -3.81174 0.97620
C -1.23935 -3.14448 0.64222
C -2.38685 -3.34464 1.40916
C -2.34440 -4.15301 2.54292
C -1.16282 -4.81544 2.87615
C -3.61568 -2.52516 1.05942
C -3.69656 -2.23784 -0.42917
C -2.49663 -2.08321 -1.12292
C -2.50617 -1.72753 -2.50668
C -3.73816 -1.50950 -3.11868
C -4.93225 -1.61910 -2.40419
C -4.91270 -1.98516 -1.05928
H 0.89877 -5.18374 2.33918
H -3.24711 -4.25383 3.14934
H -1.12825 -5.45731 3.75346
H -4.51404 -3.06353 1.37729
H -3.75671 -1.23495 -4.17733
H -5.88197 -1.42083 -2.90160
H -5.83423 -2.08241 -0.47967
N -1.29006 -2.20523 -0.40364
Sc -0.28370 -0.49064 -0.26526
C 1.24021 -3.57296 0.17159
H 1.07735 -3.79775 -0.89538
H 2.06408 -4.19601 0.54520
C -1.21265 -1.54329 -3.28220
H -0.53666 -2.40268 -3.14263
H -1.41666 -1.43030 -4.35643
P 1.82970 -1.81658 0.25570
P -0.26513 -0.01404 -2.78181
C -1.30700 1.30680 -3.47929
H -0.88200 2.26767 -3.15831
H -1.31644 1.25961 -4.57732
H -2.33217 1.23379 -3.09693
C 1.14989 -0.05030 -3.92372
H 0.80774 -0.05414 -4.96830
H 1.75605 0.84631 -3.73922
H 1.76565 -0.93847 -3.72782
C 2.36230 -1.69885 1.99720
H 3.28538 -2.27549 2.14726
H 2.54260 -0.64027 2.22912
H 1.57725 -2.07294 2.66583
C 3.41634 -1.89003 -0.62703
H 3.90446 -0.91182 -0.52172
H 4.05904 -2.67401 -0.20120
H 3.23755 -2.08395 -1.69334
C -3.52626 -1.24326 1.78674
O -2.68001 -0.37949 1.61436
H -4.38526 -1.29567 2.47991
S 2.19773 3.05673 1.86310
C 1.28836 1.94239 1.21956
N 0.59528 1.08754 0.72311

Output
- relative energy (zero: lowest compared OMol25 entry of this formula, charge and spin) (eV) = 0.000
- charge = +1
- E_tot (Eh) = -2840.90321
- HOMO (eV) = -10.6
- multiplicity = 1


DFT (wB97M-V/def2-TZVPD) results for a 11-piece molecular cluster, C37H80F12N11O27S12 overall at a distorted geometry.

Positions of all 179 atoms, in Å:
C 0.23735 8.69483 1.22487
C 1.43720 7.82863 0.94165
O 2.61486 8.24264 0.82463
N 1.12433 6.37180 0.85158
H 0.49096 6.03865 1.56430
H 0.66505 6.09338 -0.00378
C 2.23706 5.34868 1.14553
H 0.30259 9.76632 1.03577
H 0.14660 8.65795 2.31047
H -0.70117 8.32902 0.80838
H 2.70405 5.06038 0.20377
H 1.68470 4.48425 1.51399
H 2.93689 5.74576 1.88084
C 1.48866 -1.36543 -0.03828
C 1.37907 -0.20240 -1.05726
C 0.48193 -0.61332 -2.24144
C -1.00548 -0.62218 -2.08073
C -1.48067 0.70518 -1.55409
C -0.79146 1.10542 -0.18363
N 0.68804 1.00649 -0.35608
O 1.51062 1.90373 0.38604
C -1.27728 0.25724 1.02541
C -1.11648 2.61523 0.13609
C 2.75516 0.22665 -1.58439
H 0.52083 -1.63884 0.38200
H 2.28390 -1.14306 0.67323
H 1.83726 -2.28567 -0.50703
H 0.79847 -1.58886 -2.61052
H 0.72140 0.00659 -3.10542
H -1.31796 -1.44790 -1.44148
H -1.58905 -0.80365 -2.98329
H -2.54257 0.56406 -1.35267
H -1.36652 1.54859 -2.23506
H -1.43160 -0.70293 0.53311
H -2.19750 0.64532 1.46208
H -0.55445 0.12558 1.83058
H -0.85225 2.90523 1.15305
H -2.19375 2.78003 0.11538
H -0.54618 3.25884 -0.53370
H 3.23170 -0.57374 -2.15040
H 3.46368 0.39935 -0.77428
H 2.76576 1.06847 -2.27672
C -2.59520 2.02679 -7.47599
C -1.10996 1.76573 -7.09341
C -0.50301 0.99613 -8.27189
C -0.42885 1.74606 -9.61973
C 0.44411 2.98499 -9.40407
C 0.04592 3.92642 -8.24504
N -0.34595 3.10705 -6.99075
O -0.56581 3.72438 -5.77469
C -1.07512 4.92170 -8.64420
C 1.27647 4.66734 -7.78111
C -0.98920 0.88293 -5.85021
H -3.14572 1.11207 -7.25619
H -2.79802 2.36232 -8.49303
H -3.03657 2.76786 -6.80957
H -0.96743 0.02142 -8.42147
H 0.48713 0.64520 -7.98108
H -1.37609 2.07945 -10.04362
H 0.13987 1.09679 -10.28539
H 0.63872 3.54384 -10.31944
H 1.38681 2.51344 -9.12642
H -0.89006 5.54176 -9.52135
H -1.27510 5.65293 -7.86098
H -2.00794 4.38332 -8.81175
H 1.84404 5.18331 -8.55553
H 2.00111 4.06520 -7.23299
H 1.02002 5.42235 -7.03794
H 0.05793 0.95899 -5.55723
H -1.40088 -0.10939 -6.03435
H -1.74310 1.26966 -5.16451
C -6.99680 -2.89198 4.07766
C -5.55431 -2.60772 3.70913
C -4.55533 -2.50244 4.92768
N -3.04001 -2.47426 4.47344
C -2.82443 -1.33200 3.43626
C -2.11909 -2.40725 5.70357
C -2.09147 -3.82930 6.24150
C -2.12079 -4.71688 4.98982
C -2.65081 -3.86398 3.87750
H -7.39328 -1.96149 4.48396
H -6.98571 -3.75042 4.74926
H -7.63166 -3.14149 3.22749
H -5.51294 -1.64283 3.20377
H -5.10006 -3.24279 2.94857
H -4.59527 -3.35969 5.59971
H -4.72550 -1.55964 5.44753
H -1.79328 -1.29224 3.08519
H -3.13949 -0.40701 3.91919
H -3.29102 -1.55809 2.47747
H -1.19345 -2.12154 5.20390
H -2.44487 -1.66162 6.42884
H -1.27128 -3.91795 6.95391
H -2.98552 -4.12293 6.79155
H -1.14926 -5.13194 4.72156
H -2.70543 -5.63618 5.02424
H -1.85856 -3.63831 3.16370
H -3.42319 -4.38984 3.31626
C 1.02483 -4.97502 1.91471
C 2.06072 -6.00067 2.43962
C 3.20222 -5.44627 3.28150
N 4.41862 -6.34838 3.33033
C 4.03698 -7.81724 3.66297
C 5.49994 -5.93862 4.40866
C 6.89415 -6.03239 3.70506
C 6.66230 -6.29908 2.22106
C 5.19283 -6.33917 1.97834
H 0.21368 -5.38278 1.31148
H 1.60782 -4.27798 1.31275
H 0.74130 -4.35684 2.76651
H 2.41029 -6.58840 1.59082
H 1.49350 -6.73831 3.00729
H 2.91095 -5.25618 4.31451
H 3.51776 -4.44796 2.97834
H 4.95229 -8.36004 3.89896
H 3.50497 -8.36146 2.88265
H 3.32907 -7.72889 4.48707
H 5.31779 -6.46528 5.34544
H 5.05178 -4.96038 4.58275
H 7.48302 -6.86997 4.07893
H 7.44242 -5.09049 3.68678
H 7.02097 -7.31691 2.06780
H 7.23565 -5.76275 1.46495
H 4.83333 -7.00216 1.19138
H 4.97709 -5.34235 1.59375
N 6.55637 -1.03971 2.05905
S 5.72305 0.39435 2.20720
O 4.51977 0.43851 2.99736
O 5.80585 1.27445 1.03293
F 6.85521 1.05441 3.12100
S 5.37508 -1.80140 1.54244
O 5.03472 -1.76349 0.15779
O 4.25298 -2.13993 2.44694
F 6.17769 -3.23847 1.57170
N -3.01171 -3.07722 0.38832
S -4.29240 -2.90124 -0.33097
O -5.42697 -3.61553 0.15833
O -4.28982 -2.59338 -1.75532
F -4.68467 -1.46889 0.15558
S -2.64745 -4.59825 -0.20119
O -3.30558 -5.20827 -1.33147
O -2.23240 -5.49918 0.87484
F -1.22037 -4.18734 -0.84874
N 0.75260 -0.41186 5.21994
S 1.77444 -1.50171 4.99138
O 3.04172 -1.35910 5.75942
O 1.62612 -2.31826 3.75998
F 1.02190 -2.51549 6.00381
S 1.67194 0.70839 4.35825
O 1.86582 0.46400 2.92534
O 2.66289 1.46203 5.11419
F 0.51180 1.82668 4.24811
N -0.45274 5.63327 2.89769
S -1.74266 4.97516 3.11208
O -2.82594 5.73058 3.79318
O -1.75909 3.54357 3.24654
F -2.23506 5.11412 1.55156
S 0.16481 5.46782 4.47750
O 1.12757 4.37252 4.71572
O -0.62544 5.88283 5.65816
F 1.17753 6.68735 4.39049
N 0.67596 5.40395 -1.75378
S 1.13316 4.47283 -2.84916
O 1.42990 5.03761 -4.18610
O 0.81011 3.07935 -2.73537
F 2.66214 4.29278 -2.31195
S -0.82902 5.61059 -2.43210
O -1.82547 4.46331 -2.32889
O -0.89455 6.50156 -3.58372
F -1.35750 6.62357 -1.28323
N -5.99361 2.25234 -3.91703
S -5.20572 0.78890 -3.56994
O -4.84924 0.51349 -2.13474
O -4.31433 0.31226 -4.62521
F -6.50119 -0.28816 -3.73342
S -4.76078 3.06686 -3.53367
O -3.61268 2.97501 -4.40673
O -4.52520 3.22525 -2.06926
F -5.50492 4.48865 -3.97044

Output
- relative energy (zero: lowest compared OMol25 entry of this formula, charge and spin) (eV) = 0.876
- charge = -1
- E_tot (Eh) = -10067.54132
- HOMO (eV) = -7.2
- multiplicity = 1


DFT (wB97M-V/def2-TZVPD) results for CH3FO3S2 as an isolated structure at a distorted geometry.

Positions of all 10 atoms, in Å:
C -1.21646 1.35037 -0.25534
O -0.04823 -0.93570 -0.09935
O 0.94842 -3.19635 -0.29678
O 1.36404 1.16829 -0.05457
F 1.60435 -1.59926 1.45949
S 0.26145 0.58567 0.68475
S 1.37766 -1.81647 -0.19436
H -1.86521 0.48249 -0.52327
H -0.69148 1.81995 -1.03911
H -1.73454 2.14101 0.31853

Output
- relative energy (zero: lowest compared OMol25 entry of this formula, charge and spin) (eV) = 0.000
- E_tot (Eh) = -1161.80413
- HOMO (eV) = -10.3
- multiplicity = 1


DFT (wB97M-V/def2-TZVPD) results for a 2-piece molecular cluster, C9H14O overall at a distorted geometry.

Positions of all 24 atoms, in Å:
C 1.85517 1.49570 0.48707
C 2.97556 2.37797 -0.07088
H 1.69815 1.73439 1.56505
H 0.88817 1.63252 -0.01765
H 2.19046 0.49570 0.29008
H 3.92634 1.93339 0.19603
H 2.84984 2.50922 -1.13492
H 2.79776 3.48914 0.21181
C -2.22941 -2.40286 1.59566
C -1.21275 0.69097 -0.26580
C -0.48409 0.10893 -1.31710
C -1.89518 -0.16781 0.57194
C -1.61256 -1.51954 0.49735
C -0.30472 -1.25947 -1.38768
C -0.74971 -2.13044 -0.40652
O 0.08640 0.99354 -2.14787
H -1.32233 1.77850 -0.21359
H -2.50453 0.10034 1.42821
H 0.26486 -1.70974 -2.18949
H 0.43320 0.68053 -2.98953
H -3.30953 -2.31153 1.38509
H -2.05445 -1.92257 2.56683
H -0.37935 -3.17466 -0.45733
H -1.90729 -3.42222 1.80325

Output
- relative energy (zero: lowest compared OMol25 entry of this formula, charge and spin) (eV) = 1.217
- E_tot (Eh) = -426.52805
- HOMO (eV) = -8.2
- multiplicity = 1
- SMILES = Cc1ccc(O)cc1.CC


DFT (wB97M-V/def2-TZVPD) results for C6H9N as an isolated structure.

Positions of all 16 atoms, in Å:
C -1.34066 0.70065 -1.32469
N 0.00576 0.22982 -1.03237
C 0.76486 0.91249 -0.00181
C 0.62641 0.17970 1.35118
C -0.33598 -0.95892 1.06811
C 0.35295 -1.02780 -0.32268
C 1.58843 -0.28527 0.29008
H -1.92415 1.04454 -0.45547
H -1.93252 -0.04311 -1.87037
H -1.21566 1.55739 -1.99714
H 1.04160 1.95880 -0.06214
H 0.87074 0.65451 2.29692
H -1.40235 -0.70753 1.05416
H -0.15344 -1.84691 1.68207
H 0.39307 -1.95306 -0.90256
H 2.66094 -0.41529 0.22671

Output
- relative energy (zero: lowest compared OMol25 entry of this formula, charge and spin) (eV) = 3.360
- E_tot (Eh) = -288.65856
- HOMO (eV) = -8.2
- multiplicity = 1